Entry 1:
Molecular formula: C16H6F5ISSn
Method: DFT, ωB97M-V/def2-TZVPD

Output
Maximum force   0.3 eV Å⁻¹
E_LUMO   -0.0402 Ha
Gap between HOMO and LUMO   7.12 eV
Net charge   0
E   -55042.7383 eV

Last column: natural (NBO) charge in e.
Atoms and positions in Å:
1 Sn -1.866 -0.176 -2.542  1.00
2 I -4.722 -0.008 -0.866  0.20
3 C -3.571 0.724 0.710  -0.15
4 C -4.282 1.066 1.828  -0.24
5 C -3.637 1.567 2.970  -0.21
6 C -2.283 1.702 2.954  -0.16
7 C -1.528 1.350 1.811  -0.09
8 C -0.121 1.506 1.870  -0.15
9 C 0.652 1.180 0.804  -0.22
10 C 0.035 0.686 -0.362  -0.20
11 C -1.321 0.507 -0.505  -0.51
12 C -2.150 0.849 0.629  -0.02
13 H -5.357 0.947 1.834  0.23
14 H -4.217 1.834 3.843  0.22
15 H -1.756 2.080 3.822  0.21
16 H 0.317 1.889 2.784  0.21
17 H 1.728 1.295 0.834  0.22
18 H 0.689 0.448 -1.184  0.21
19 F 5.082 -1.943 -0.289  -0.28
20 C 3.971 -1.787 -1.006  0.27
21 C 3.728 -0.591 -1.660  0.30
22 F 4.608 0.407 -1.571  -0.29
23 C 2.568 -0.441 -2.399  0.31
24 F 2.361 0.733 -2.998  -0.30
25 C 1.623 -1.457 -2.509  -0.29
26 S 0.181 -1.278 -3.511  -0.29
27 C 1.896 -2.644 -1.839  0.33
28 F 1.035 -3.660 -1.890  -0.29
29 C 3.052 -2.817 -1.097  0.27
30 F 3.285 -3.968 -0.465  -0.28


Entry 2:
Molecular formula: C16H7AuCl5N3
Method: DFT, ωB97M-V/def2-TZVPD

Output
Maximum force   1.0 eV Å⁻¹
E_LUMO   -0.0330 Ha
Gap between HOMO and LUMO   7.69 eV
Net charge   0
E   -87480.2277 eV

Last column: natural (NBO) charge in e.
Atoms and positions in Å:
1 Au -1.026 -0.373 -2.375  0.45
2 N 3.800 -2.029 6.874  -0.28
3 C 3.115 -1.835 5.976  0.26
4 C 2.264 -1.594 4.869  -0.18
5 C 2.753 -1.704 3.568  -0.12
6 C 1.919 -1.491 2.489  -0.25
7 C 0.573 -1.177 2.684  0.25
8 C 0.097 -1.042 3.989  -0.24
9 C 0.931 -1.243 5.069  -0.14
10 N -0.301 -1.035 1.590  -0.36
11 C -1.624 -0.661 1.634  -0.08
12 C -2.102 -0.738 0.366  -0.04
13 N -1.097 -1.143 -0.466  -0.53
14 C -0.038 -1.312 0.290  0.22
15 H 3.789 -1.959 3.413  0.24
16 H 2.324 -1.569 1.494  0.23
17 H -0.933 -0.786 4.173  0.22
18 H 0.554 -1.135 6.074  0.24
19 H -2.123 -0.355 2.527  0.23
20 H -3.089 -0.547 -0.001  0.24
21 H 0.904 -1.663 -0.082  0.22
22 Cl 1.695 0.984 -3.653  0.01
23 C 0.198 1.579 -4.265  -0.08
24 C -0.968 0.887 -3.943  -0.35
25 C -2.132 1.403 -4.510  -0.08
26 Cl -3.616 0.582 -4.211  0.02
27 C -2.162 2.553 -5.290  -0.10
28 Cl -3.643 3.161 -5.919  0.05
29 C -0.977 3.239 -5.538  -0.08
30 Cl -0.994 4.701 -6.435  0.06
31 C 0.219 2.735 -5.038  -0.10
32 Cl 1.690 3.568 -5.355  0.05


Entry 3:
Molecular formula: C16H7Cl2N2NbO6
Method: DFT, ωB97M-V/def2-TZVPD

Output
Maximum force   6.1 eV Å⁻¹
E_LUMO   -0.3672 Ha
Gap between HOMO and LUMO   5.22 eV
Net charge   +2
E   -58551.0115 eV

Last column: natural (NBO) charge in e.
Atoms and positions in Å:
1 Nb 12.771 8.505 6.959  2.49
2 O 18.152 5.468 6.489  -0.59
3 C 16.903 6.073 6.661  0.40
4 C 16.336 6.202 7.893  -0.21
5 C 15.095 6.891 7.984  0.15
6 N 14.470 7.355 6.838  -0.59
7 C 14.940 6.978 5.596  0.10
8 C 16.195 6.351 5.477  -0.15
9 C 14.211 7.578 4.547  0.72
10 O 14.358 7.360 3.352  -0.37
11 O 13.267 8.593 5.073  -0.70
12 C 14.414 7.355 9.176  0.72
13 O 14.698 7.038 10.318  -0.38
14 O 13.339 8.278 8.838  -0.71
15 H 18.455 5.070 7.340  0.52
16 H 16.852 5.841 8.779  0.29
17 H 16.720 6.094 4.556  0.31
18 Cl 9.007 11.589 6.569  0.15
19 C 8.886 9.902 6.965  0.00
20 C 7.668 9.207 7.089  -0.22
21 C 7.609 7.831 7.142  0.04
22 Cl 6.153 6.877 7.110  0.10
23 C 8.782 7.030 7.112  -0.12
24 C 8.844 5.616 7.224  0.01
25 C 10.054 4.972 7.105  -0.27
26 C 11.212 5.752 6.959  0.13
27 N 11.204 7.075 6.968  -0.56
28 C 9.988 7.754 7.027  0.13
29 C 10.034 9.142 7.020  0.25
30 O 11.292 9.753 6.984  -0.67
31 H 6.700 9.682 6.994  0.28
32 H 7.930 5.044 7.403  0.27
33 H 9.945 3.905 7.156  0.28
34 H 12.189 5.244 6.802  0.23


Entry 4:
Molecular formula: C16H8BrCl4N2O3RhS
Method: DFT, ωB97M-V/def2-TZVPD

Output
Maximum force   0.4 eV Å⁻¹
E_LUMO (spin up / spin down)   0.0832 / 0.0832 Ha
Multiplicity   2
Energy above the lowest of the compared OMol25 structures with the same formula, charge and spin   21.7 kcal per mole
Gap between HOMO and LUMO (spin up / spin down)   6.36 / 6.53 eV
Net charge   -1
E   -159820.8808 eV

Last column: natural (NBO) charge in e.
Atoms and positions in Å:
1 Rh 0.889 0.265 -0.230  0.89
2 Cl 3.741 1.856 -6.164  0.00
3 C 2.569 1.496 -4.940  -0.12
4 C 1.217 1.479 -5.245  -0.10
5 Cl 0.684 1.823 -6.858  0.00
6 C 0.278 1.187 -4.253  -0.13
7 Cl -1.418 1.160 -4.601  -0.01
8 C 0.674 0.905 -2.944  0.26
9 O -0.157 0.601 -1.988  -0.75
10 C 2.062 0.935 -2.640  0.30
11 O 2.413 0.684 -1.384  -0.70
12 C 2.988 1.223 -3.632  -0.15
13 Cl 4.663 1.240 -3.209  0.01
14 O -0.209 0.352 1.866  -0.62
15 N 0.500 0.053 2.934  0.02
16 C -0.146 0.017 4.123  0.01
17 C 0.502 -0.293 5.287  -0.29
18 C 1.872 -0.579 5.225  -0.20
19 C 2.511 -0.552 4.014  -0.24
20 C 1.827 -0.241 2.822  0.00
21 S 2.550 -0.173 1.287  -0.08
22 H -1.195 0.255 4.044  0.23
23 H -0.051 -0.313 6.214  0.22
24 H 2.422 -0.821 6.126  0.21
25 H 3.566 -0.770 3.925  0.23
26 Br -6.036 -1.889 0.200  0.03
27 C -4.211 -1.369 0.087  -0.05
28 C -3.227 -2.218 0.559  -0.30
29 C -1.916 -1.778 0.460  0.07
30 N -1.567 -0.613 -0.071  -0.41
31 C -2.528 0.177 -0.531  0.08
32 C -3.877 -0.150 -0.467  -0.29
33 H -3.462 -3.180 0.990  0.23
34 H -1.105 -2.393 0.835  0.20
35 H -2.199 1.100 -0.991  0.23
36 H -4.627 0.525 -0.851  0.23


Please write out number 4 again, unchanged.
Molecular formula: C16H8BrCl4N2O3RhS
Method: DFT, ωB97M-V/def2-TZVPD

Output
Maximum force   0.4 eV Å⁻¹
E_LUMO (spin up / spin down)   0.0832 / 0.0832 Ha
Multiplicity   2
Energy above the lowest of the compared OMol25 structures with the same formula, charge and spin   21.7 kcal per mole
Gap between HOMO and LUMO (spin up / spin down)   6.36 / 6.53 eV
Net charge   -1
E   -159820.8808 eV

Last column: natural (NBO) charge in e.
Atoms and positions in Å:
1 Rh 0.889 0.265 -0.230  0.89
2 Cl 3.741 1.856 -6.164  0.00
3 C 2.569 1.496 -4.940  -0.12
4 C 1.217 1.479 -5.245  -0.10
5 Cl 0.684 1.823 -6.858  0.00
6 C 0.278 1.187 -4.253  -0.13
7 Cl -1.418 1.160 -4.601  -0.01
8 C 0.674 0.905 -2.944  0.26
9 O -0.157 0.601 -1.988  -0.75
10 C 2.062 0.935 -2.640  0.30
11 O 2.413 0.684 -1.384  -0.70
12 C 2.988 1.223 -3.632  -0.15
13 Cl 4.663 1.240 -3.209  0.01
14 O -0.209 0.352 1.866  -0.62
15 N 0.500 0.053 2.934  0.02
16 C -0.146 0.017 4.123  0.01
17 C 0.502 -0.293 5.287  -0.29
18 C 1.872 -0.579 5.225  -0.20
19 C 2.511 -0.552 4.014  -0.24
20 C 1.827 -0.241 2.822  0.00
21 S 2.550 -0.173 1.287  -0.08
22 H -1.195 0.255 4.044  0.23
23 H -0.051 -0.313 6.214  0.22
24 H 2.422 -0.821 6.126  0.21
25 H 3.566 -0.770 3.925  0.23
26 Br -6.036 -1.889 0.200  0.03
27 C -4.211 -1.369 0.087  -0.05
28 C -3.227 -2.218 0.559  -0.30
29 C -1.916 -1.778 0.460  0.07
30 N -1.567 -0.613 -0.071  -0.41
31 C -2.528 0.177 -0.531  0.08
32 C -3.877 -0.150 -0.467  -0.29
33 H -3.462 -3.180 0.990  0.23
34 H -1.105 -2.393 0.835  0.20
35 H -2.199 1.100 -0.991  0.23
36 H -4.627 0.525 -0.851  0.23